Model 1:
Below is 4 unconnected molecules or ions with the total composition H7S4, with properties calculated with ωB97M-V/def2-TZVPD.

HOMO-LUMO gap   6.034 eV
M   135.32 g mol⁻¹
E_LUMO   2.84 eV

```
! RIJCOSX wB97M-V def2-TZVPD def2/J DEFGRID3
* xyz -1 1
S -1.1298 -2.0948 4.7911
H -1.9776 -1.5002 3.9685
S 3.1017 -0.4757 0.5588
H 3.3491 0.3391 -0.4865
H 1.9280 0.1250 1.0701
S 0.2175 1.3532 1.2775
H -0.6107 0.4008 0.8399
H -0.2614 -1.0758 4.5612
S -2.1604 0.9979 -5.6612
H -1.2024 0.0650 -5.7426
H -1.2541 1.8655 -5.1768
*
```

Model 2:
Below is 4 unconnected molecules or ions with the total composition H7S4, with properties calculated with ωB97M-V/def2-TZVPD.

HOMO-LUMO gap   6.450 eV
M   135.32 g mol⁻¹
E_LUMO   2.92 eV

```
! RIJCOSX wB97M-V def2-TZVPD def2/J DEFGRID3
* xyz -1 1
S -2.1256 2.1711 1.5538
H -2.1993 1.0334 0.8083
S -0.0343 0.6388 -2.3335
H 1.0365 -0.1621 -2.1850
H -0.8481 -0.1907 -1.4615
S -2.3637 -1.1050 -0.5927
H -3.3026 -0.9459 -1.5380
H -1.1272 1.7313 2.3298
S 4.4394 -1.6254 1.4972
H 4.2747 -1.0347 0.3066
H 3.2244 -2.1696 1.4891
*
```

Which structure loses on stability? model 1 does.

Model 1:
Below is a single C4H7F molecule, with properties calculated with ωB97M-V/def2-TZVPD.

HOMO-LUMO gap   10.735 eV
M   74.10 g mol⁻¹
SMILES   C=C(C)CF
E_LUMO   1.04 eV

```
! RIJCOSX wB97M-V def2-TZVPD def2/J DEFGRID3
* xyz 0 1
C 0.2190 -0.5912 -1.3456
C 0.0809 -0.1077 -0.1325
C 1.1990 0.2182 0.7811
C -1.2884 0.1903 0.3386
F -2.2184 0.4504 -0.7896
H 1.2453 -0.6648 -1.7488
H -0.5895 -0.8643 -1.9943
H 2.1190 0.2857 0.1571
H 1.3769 -0.5537 1.5532
H 0.9394 1.1148 1.3789
H -1.2960 1.1466 0.8814
H -1.7872 -0.6244 0.9207
*
```

Model 2:
Below is a single C4H7F molecule, with properties calculated with ωB97M-V/def2-TZVPD.

HOMO-LUMO gap   12.416 eV
M   74.10 g mol⁻¹
SMILES   FC1CCC1
E_LUMO   1.18 eV

```
! RIJCOSX wB97M-V def2-TZVPD def2/J DEFGRID3
* xyz 0 1
F 2.3102 -0.0214 -0.1966
C 0.9988 -0.0395 0.3136
C 0.0659 1.0827 -0.1010
C -1.0986 0.0609 -0.0451
C -0.0789 -1.0570 -0.1168
H 1.1477 -0.0529 1.4057
H 0.2125 1.2430 -1.2044
H -0.0364 2.0361 0.4060
H -1.9209 0.0829 -0.7590
H -1.4558 0.0477 0.9745
H 0.0049 -1.4359 -1.1560
H -0.1493 -1.9465 0.4790
*
```

Which structure loses on stability? model 1 does.